# 1
DFT (wB97M-V/def2-TZVPD) results for C11H23BF4IrNO2P2 as an isolated structure at a distorted geometry.

Properties
**DFT total energy**: -1848.39121 Eh
**Multiplicity**: 6
**ΔE to the lowest compared entry with this formula, charge and spin**: 0.000 eV
**Kohn-Sham gap (alpha / beta)**: 8.186 / 3.121 eV
**<S²>**: 8.795
**Charge**: +3
**HOMO energy (alpha / beta)**: -18.68 / -20.62 eV
**LUMO level (alpha / beta)**: -10.490 / -17.499 eV

Atoms and positions in Å:
Ir (0.219, -0.748, 0.342)
P (-2.022, -0.839, -0.036)
C (-2.452, 0.890, 0.122)
C (-1.459, 1.716, 0.639)
N (-0.193, 1.208, 0.932)
C (0.775, 1.992, 1.430)
C (0.435, 3.279, 1.904)
C (-0.836, 3.816, 1.649)
C (-1.730, 3.075, 0.920)
C (2.184, 1.392, 1.477)
P (2.342, 0.006, 0.216)
H (-2.715, 3.416, 0.572)
H (1.150, 3.850, 2.495)
H (-1.132, 4.807, 2.028)
H (2.999, 2.098, 1.239)
H (2.411, 0.940, 2.457)
H (-2.226, 1.248, -2.505)
H (-3.357, 1.389, -0.243)
H (0.024, -0.365, -3.653)
O (-1.900, 1.217, -3.399)
H (-1.189, 1.896, -3.476)
H (0.678, -0.950, -1.142)
O (0.825, -0.864, -3.614)
H (0.516, -1.757, -3.237)
C (2.980, 0.853, -1.265)
H (3.743, 1.562, -0.917)
H (3.418, 0.104, -1.940)
H (2.183, 1.381, -1.800)
C (3.650, -1.126, 0.747)
H (4.109, -1.569, -0.147)
H (4.400, -0.543, 1.295)
H (3.256, -1.924, 1.384)
C (-2.810, -1.311, 1.553)
H (-3.880, -1.084, 1.473)
H (-2.609, -2.379, 1.710)
H (-2.354, -0.683, 2.328)
C (-2.768, -1.873, -1.309)
H (-2.341, -2.880, -1.177)
H (-3.860, -1.920, -1.199)
H (-2.521, -1.488, -2.309)
F (0.837, -3.067, -0.343)
B (0.401, -3.616, 0.874)
F (1.274, -4.624, 1.276)
F (0.468, -2.502, 1.866)
F (-0.922, -4.021, 0.786)

# 2
DFT (wB97M-V/def2-TZVPD) results for a 2-piece molecular cluster, C4H12NO3 overall at a distorted geometry.

Properties
**DFT total energy**: -439.99122 Eh
**ΔE to the lowest compared entry with this formula, charge and spin**: 3.182 eV
**Kohn-Sham gap**: 7.151 eV
**Charge**: -1
**HOMO energy**: -3.60 eV
**LUMO level**: 3.555 eV

Atoms and positions in Å:
C (-0.243, -0.232, 0.820)
C (-1.607, 0.018, 0.125)
C (-2.111, 1.465, 0.419)
O (-1.005, 2.245, 1.007)
N (0.915, 0.162, 0.018)
C (2.302, -0.539, 0.119)
O (2.536, -1.683, -0.500)
H (0.264, -0.005, 1.799)
H (-0.243, -1.346, 0.922)
H (-1.681, -0.259, -0.917)
H (-2.429, -0.541, 0.532)
H (-2.193, 1.983, -0.543)
H (-2.724, 1.438, 1.300)
H (-0.115, 2.051, 0.481)
H (0.840, 0.480, -0.914)
H (2.885, 0.256, -0.340)
H (2.603, -0.550, 1.396)
H (0.078, -1.147, -2.105)
H (1.404, -1.820, -1.522)
O (0.525, -1.975, -2.097)

# 3
DFT (wB97M-V/def2-TZVPD) results for a 2-piece molecular cluster, C7H8Cl2N4S overall at a distorted geometry.

Properties
**DFT total energy**: -1808.93004 Eh
**Kohn-Sham gap**: 7.820 eV
**Charge**: 0
**HOMO energy**: -8.15 eV
**LUMO level**: -0.335 eV

Atoms and positions in Å:
C (-1.875, -2.201, 1.106)
C (-1.325, -2.736, -0.012)
C (-1.680, -0.956, 1.581)
C (-0.392, -1.971, -0.705)
C (-0.639, -0.278, 1.005)
C (-0.073, -0.687, -0.213)
C (1.171, -0.081, -2.138)
N (1.577, 1.174, -0.231)
N (0.937, 0.076, -0.839)
N (-0.320, 3.107, 0.486)
N (0.610, 2.645, 1.012)
S (2.239, 0.826, -3.042)
Cl (-0.435, 4.692, -0.141)
Cl (2.022, 3.666, 1.305)
H (-2.593, -2.818, 1.644)
H (-1.579, -3.773, -0.124)
H (-2.158, -0.624, 2.572)
H (-0.025, -2.425, -1.678)
H (-0.325, 0.733, 1.246)
H (0.564, -0.883, -2.467)
H (2.137, 0.901, 0.736)
H (2.162, 1.615, -1.102)

# 4
DFT (wB97M-V/def2-TZVPD) results for a 13-piece molecular cluster, C22H30Cl36F9OS2 overall at a distorted geometry.

Properties
**DFT total energy**: -19193.21381 Eh
**Kohn-Sham gap**: 9.128 eV
**Charge**: +1
**HOMO energy**: -12.06 eV
**LUMO level**: -2.932 eV

Atoms and positions in Å:
C (-2.668, -5.360, -3.673)
O (-2.211, -4.603, -4.784)
C (-1.613, -3.404, -4.404)
C (-0.752, -2.888, -5.549)
C (-0.535, -1.386, -5.456)
S (-2.041, -0.406, -5.761)
C (-2.654, 0.140, -4.147)
C (-4.011, -0.428, -3.714)
C (-4.109, -0.399, -2.178)
C (-3.332, -1.581, -1.583)
C (-2.527, -1.299, -0.317)
F (-3.211, -1.687, 0.821)
F (-2.213, 0.041, -0.170)
C (-1.184, -2.076, -0.360)
F (-0.465, -1.576, -1.429)
F (-1.464, -3.405, -0.605)
S (-0.067, -1.998, 1.170)
F (-1.111, -1.089, 1.955)
F (-0.799, -3.283, 1.758)
F (0.962, -2.926, 0.376)
F (0.631, -0.674, 0.610)
F (0.897, -1.994, 2.426)
H (-3.339, -4.766, -3.057)
H (-3.188, -6.225, -4.071)
H (-1.822, -5.690, -3.068)
H (-2.396, -2.672, -4.161)
H (-1.000, -3.521, -3.503)
H (0.228, -3.363, -5.491)
H (-1.192, -3.170, -6.505)
H (-0.172, -1.092, -4.471)
H (0.166, -1.015, -6.199)
H (-2.938, -1.353, -6.085)
H (-2.722, 1.221, -4.220)
H (-1.867, -0.117, -3.440)
H (-4.810, 0.161, -4.157)
H (-4.136, -1.459, -4.051)
H (-5.160, -0.478, -1.915)
H (-3.749, 0.564, -1.822)
H (-2.673, -1.999, -2.336)
H (-4.032, -2.374, -1.323)
C (-2.728, 2.960, 1.032)
Cl (-4.463, 2.735, 1.248)
Cl (-2.356, 3.124, -0.692)
Cl (-2.148, 4.350, 1.939)
H (-2.230, 2.078, 1.412)
C (0.598, 6.426, 0.644)
Cl (1.471, 4.899, 0.815)
Cl (1.301, 7.662, 1.677)
Cl (0.574, 6.936, -1.045)
H (-0.424, 6.263, 0.955)
C (0.972, 2.803, -2.702)
Cl (1.060, 1.580, -1.438)
Cl (2.278, 2.640, -3.864)
Cl (-0.597, 2.721, -3.524)
H (1.040, 3.777, -2.234)
C (5.706, 3.947, 1.514)
Cl (5.027, 4.406, 3.074)
Cl (4.494, 3.121, 0.524)
Cl (6.352, 5.344, 0.665)
H (6.519, 3.256, 1.689)
C (9.933, 3.407, 0.988)
Cl (9.249, 3.882, 2.543)
Cl (8.730, 2.576, -0.003)
Cl (10.577, 4.806, 0.135)
H (10.744, 2.718, 1.175)
C (-2.312, -5.346, 3.689)
Cl (-3.772, -6.330, 3.691)
Cl (-1.984, -4.694, 5.294)
Cl (-0.930, -6.270, 3.094)
H (-2.471, -4.514, 3.018)
C (1.298, -2.837, 6.005)
Cl (1.420, -1.136, 5.555)
Cl (2.900, -3.569, 6.126)
Cl (0.398, -3.029, 7.504)
H (0.755, -3.353, 5.224)
C (11.330, 7.906, -2.134)
Cl (9.571, 7.816, -2.015)
Cl (11.856, 7.754, -3.809)
Cl (11.935, 9.394, -1.411)
H (11.745, 7.076, -1.580)
C (4.035, -6.923, 7.459)
Cl (2.590, -7.921, 7.621)
Cl (4.537, -6.280, 9.021)
Cl (5.344, -7.827, 6.697)
H (3.789, -6.090, 6.819)
C (-6.583, -5.298, -4.419)
Cl (-6.012, -3.807, -3.648)
Cl (-5.867, -5.479, -6.017)
Cl (-6.238, -6.692, -3.403)
H (-7.655, -5.217, -4.531)
C (-5.500, 5.380, 3.128)
Cl (-7.132, 4.716, 3.174)
Cl (-5.245, 6.333, 1.666)
Cl (-5.156, 6.332, 4.571)
H (-4.804, 4.552, 3.106)
C (-0.879, 3.259, 5.869)
Cl (-0.576, 2.103, 4.562)
Cl (0.584, 4.152, 6.263)
Cl (-2.191, 4.351, 5.432)
H (-1.182, 2.699, 6.743)

# 5
DFT (wB97M-V/def2-TZVPD) results for one molecule with the formula C4H6OS at a distorted geometry.

Properties
**DFT total energy**: -629.38589 Eh
**ΔE to the lowest compared entry with this formula, charge and spin**: 1.667 eV
**Kohn-Sham gap**: 9.667 eV
**Charge**: 0
**HOMO energy**: -9.31 eV
**LUMO level**: 0.361 eV

Atoms and positions in Å:
C (0.183, 0.515, 0.629)
C (0.268, -0.449, -0.561)
C (-0.216, -1.722, -0.564)
C (1.143, 0.001, -1.748)
H (-0.688, 0.748, 2.822)
H (0.310, 1.474, 0.269)
H (1.131, 0.401, 1.230)
H (-0.829, -2.137, 0.197)
H (-0.064, -2.470, -1.319)
H (1.431, -0.758, -2.521)
O (1.313, 1.150, -1.930)
S (-1.254, 0.217, 1.764)

# 6
DFT (wB97M-V/def2-TZVPD) results for a 2-piece molecular cluster, CH3NOSi overall at a distorted geometry.

Properties
**DFT total energy**: -459.16465 Eh
**ΔE to the lowest compared entry with this formula, charge and spin**: 6.645 eV
**Kohn-Sham gap (alpha / beta)**: 7.324 / 7.499 eV
**Charge**: 0
**HOMO energy (alpha / beta)**: -11.24 / -11.39 eV
**LUMO level (alpha / beta)**: -3.915 / -3.891 eV

Atoms and positions in Å:
C (2.321, -0.074, 0.170)
N (3.412, -0.381, 0.080)
O (0.294, 0.930, 0.114)
Si (-1.057, 0.127, 0.041)
H (-1.457, -0.851, -1.047)
H (-1.491, -0.869, 1.034)
H (-2.022, 1.118, -0.392)